29
Properties=species:S:1:pos:R:3 method="wB97M-V/def2-TZVPD" fmax_ha_per_bohr=0.069 total_energy_ev=-64420.6706 e_lumo_ev=-11.290 homo_lumo_gap_ev=5.104 homo_energy_ev=-16.39 charge=+2
O 4.542 -0.599 1.471
S 3.207 -0.179 1.323
O 2.623 0.334 2.512
C 3.241 1.169 0.118
C 1.905 1.295 -0.679
C 1.614 -0.159 -1.221
C 1.283 -1.176 -0.089
C -0.017 -0.816 0.719
C -1.279 -1.420 -0.027
S -2.681 -1.421 1.138
C -3.800 -0.223 0.540
N -4.140 0.745 1.293
N -5.078 1.491 0.603
C -5.211 0.910 -0.526
O -4.442 -0.183 -0.666
O 2.399 -1.456 0.718
H 3.442 2.123 0.594
H 4.005 0.932 -0.619
H 1.146 1.684 0.042
H 1.976 2.029 -1.489
H 2.546 -0.504 -1.667
H 0.861 -0.208 -2.079
H 1.048 -2.103 -0.611
H -0.191 0.281 0.822
H 0.004 -1.210 1.732
H -1.036 -2.459 -0.240
H -1.511 -0.932 -1.018
H -5.899 1.268 -1.270
Ti -0.558 0.787 -1.424

24
Properties=species:S:1:pos:R:3 method="wB97M-V/def2-TZVPD" fmax_ha_per_bohr=0.007 total_energy_ev=-16747.8934 e_lumo_ev="-7.269 / -10.054" multiplicity=3 homo_lumo_gap_ev="9.756 / 8.089" homo_energy_ev="-17.02 / -18.14" charge=+2
Pt -0.506 0.947 -0.240
C 2.831 -0.758 -0.030
C 1.898 0.323 0.404
C 1.102 0.176 1.565
C 0.257 1.201 2.011
C 0.168 2.417 1.286
C 0.939 2.582 0.117
C 1.770 1.525 -0.329
H 3.757 -0.659 0.545
H 3.084 -0.679 -1.085
H 2.422 -1.745 0.179
H 1.137 -0.760 2.111
H -0.376 1.051 2.876
H -0.500 3.204 1.610
H 0.857 3.492 -0.463
H 2.295 1.637 -1.269
N -1.742 -2.439 -1.474
C -2.428 -1.366 -1.114
N -3.710 -1.422 -0.806
O -1.850 -0.207 -1.092
H -2.174 -3.345 -1.569
H -0.793 -2.335 -1.789
H -4.245 -2.274 -0.866
H -4.193 -0.567 -0.579

25
Properties=species:S:1:pos:R:3 method="wB97M-V/def2-TZVPD" fmax_ha_per_bohr=0.101 total_energy_ev=-35184.7076 e_lumo_ev=0.483 homo_lumo_gap_ev=9.124 homo_energy_ev=-8.64
C -0.516 0.338 -4.052
C -0.120 0.057 -1.343
C -1.078 -1.813 -0.793
C -1.996 -2.985 -1.059
C -0.729 -1.676 0.601
C -0.037 -0.491 0.867
C 1.209 1.623 2.071
C 1.710 1.992 3.434
H 0.158 0.912 -5.039
H -1.772 0.625 -4.429
H -0.267 -0.789 -3.970
H -1.918 -3.810 -0.297
H -3.129 -2.634 -1.130
H -1.857 -3.178 -2.366
H -1.248 -2.379 1.271
H 0.470 2.349 1.957
H 1.950 1.800 1.304
H 2.450 1.225 3.988
H 0.888 1.910 4.161
H 3.217 3.086 3.062
N -0.865 -0.903 -1.779
N 0.286 0.342 -0.110
O 2.470 3.254 3.636
S 0.137 1.241 -2.523
S 0.588 -0.097 2.536

26
Properties=species:S:1:pos:R:3 method="wB97M-V/def2-TZVPD" fmax_ha_per_bohr=0.061 total_energy_ev=-46020.6025 e_lumo_ev=0.278 homo_lumo_gap_ev=8.452 homo_energy_ev=-8.17
C -0.242 0.737 -1.839
C -1.123 2.070 0.149
C -1.779 -2.387 -0.685
C -0.338 -2.546 -0.309
C -0.664 0.176 -0.623
C -0.473 4.016 1.272
C 0.939 1.988 1.593
C 2.154 -3.819 -0.921
N 0.160 1.230 -2.799
N -0.250 2.586 0.981
O -2.010 2.533 -0.476
S -2.302 -0.469 -0.720
S 0.391 -0.976 0.275
S 0.684 -3.035 -1.735
H -1.968 -2.972 -1.551
H -2.364 -2.930 -0.025
H -0.213 -3.243 0.486
H 0.056 4.650 0.520
H -1.520 4.440 1.331
H 0.059 4.174 2.176
H 0.946 2.218 2.620
H 0.871 0.891 1.442
H 1.689 2.628 1.039
H 1.755 -4.286 0.031
H 2.980 -3.058 -0.684
H 2.562 -4.616 -1.548

24
Properties=species:S:1:pos:R:3 method="wB97M-V/def2-TZVPD" fmax_ha_per_bohr=0.036 total_energy_ev=-25448.2328 e_lumo_ev="-1.152 / -1.152" homo_lumo_gap_ev="4.035 / 4.035" homo_energy_ev="-5.19 / -5.19"
C 0.113 -1.529 -3.164
C 0.906 -2.666 -2.843
C 0.276 -3.348 -1.752
C -0.942 -2.670 -1.445
C -1.021 -1.508 -2.267
Tl 1.258 1.713 -0.435
P -0.447 3.895 -1.112
H 0.302 -0.819 -3.966
H 1.831 -2.969 -3.325
H 0.667 -4.221 -1.241
H -1.800 -0.743 -2.238
H -1.684 -2.990 -0.721
H -1.805 3.638 -1.523
H 0.023 4.562 -2.301
H -0.621 5.028 -0.236
N 1.329 1.162 2.912
C 0.679 0.860 4.055
C -0.416 0.082 3.693
C -0.379 -0.041 2.299
N 0.707 0.613 1.809
H 2.205 1.662 2.789
H 1.017 1.202 5.022
H -1.176 -0.307 4.348
H -1.021 -0.606 1.640

24
Properties=species:S:1:pos:R:3 method="wB97M-V/def2-TZVPD" fmax_ha_per_bohr=0.066 total_energy_ev=-22569.9470 e_lumo_ev="-5.219 / -5.465" multiplicity=3 homo_lumo_gap_ev="5.321 / 4.863" homo_energy_ev="-10.54 / -10.33" charge=+1
C -0.833 1.263 0.192
C -0.244 2.568 0.001
C 0.145 2.975 1.283
C -0.257 2.080 2.309
C -0.764 0.918 1.628
W -0.137 -1.778 -0.250
P -1.103 -1.596 -2.415
H -1.437 0.701 -0.534
H -0.095 3.058 -0.978
H 0.477 4.004 1.484
H -1.196 0.006 2.054
H -0.128 2.188 3.365
H -0.227 -1.684 -3.586
H -1.969 -0.476 -2.842
H -2.029 -2.686 -2.716
N 2.237 -0.626 1.183
C 3.546 -0.879 1.339
C 3.868 -1.934 0.505
C 2.726 -2.277 -0.201
N 1.742 -1.463 0.255
H 1.755 0.197 1.548
H 4.151 -0.315 2.022
H 4.832 -2.397 0.400
H 2.558 -2.992 -0.987

23
Properties=species:S:1:pos:R:3 method="wB97M-V/def2-TZVPD" fmax_ha_per_bohr=0.116 total_energy_ev=-12949.2820 e_lumo_ev="-2.797 / -6.514" multiplicity=3 homo_lumo_gap_ev="6.817 / 7.868" homo_energy_ev="-9.61 / -14.38" charge=+1
C -2.888 0.115 -0.513
C -1.872 1.036 -0.634
C -1.209 -0.725 0.420
C -0.243 -1.606 1.027
C 1.019 -1.471 0.666
C 0.451 1.048 0.010
C 0.736 1.479 1.449
C 1.238 -0.734 -1.700
N -2.481 -0.943 0.165
N -0.791 0.525 -0.116
N 1.400 -0.418 -0.225
H -3.877 0.094 -0.904
H -1.802 2.026 -1.210
H -0.583 -2.481 1.544
H 1.857 -2.174 1.041
H 0.713 1.932 -0.614
H 0.356 0.778 2.222
H 0.254 2.497 1.628
H 1.741 1.886 1.727
H 2.008 -1.548 -1.877
H 0.165 -1.145 -1.761
H 1.392 0.089 -2.293
H 2.416 -0.260 -0.054

24
Properties=species:S:1:pos:R:3 method="wB97M-V/def2-TZVPD" fmax_ha_per_bohr=0.066 total_energy_ev=-14998.7146 e_lumo_ev="-5.301 / -4.422" homo_lumo_gap_ev="5.599 / 6.729" homo_energy_ev="-10.90 / -11.15" charge=+1 smiles="C=[NH+]C1=NC(OC)=CC=C(N)C1"
C 0.174 -3.057 -0.834
N -0.488 -2.173 -0.156
C -0.126 -0.828 0.303
N 0.958 -0.234 -0.060
C 1.137 1.050 0.008
O 2.379 1.511 0.067
C 3.441 0.698 0.300
C 0.192 2.088 -0.144
C -1.129 1.844 -0.517
C -1.793 0.743 -0.036
N -3.110 0.505 -0.276
C -1.197 -0.111 1.028
H -0.072 -4.110 -0.962
H 1.040 -2.696 -1.352
H -1.322 -2.461 0.239
H 4.404 0.974 -0.279
H 3.208 -0.268 -0.129
H 3.427 0.730 1.480
H 0.561 3.031 -0.263
H -1.702 2.585 -0.952
H -3.504 -0.211 0.302
H -3.707 0.777 -1.006
H -0.863 0.471 1.823
H -1.909 -0.858 1.417